The following is a quantum chemistry calculation of a cluster of 2 separate species, C2H3ClF3N in total in a non-equilibrium geometry, from OMol25.

The HOMO-LUMO gap (alpha / beta) comes out at 8.78 / 8.65 eV. The value obtained for the energy above the lowest of the compared OMol25 structures with the same formula, charge and spin is 2.004 eV. The lowest unoccupied orbital energy (alpha / beta) comes out at -0.3421 / -0.4038 eV. The calculation puts the HOMO energy (alpha / beta) at -0.335 / -0.333 Ha.

Last column: Mulliken charge in e.
Atoms and positions in Å:
C -0.245 1.040 -0.747  -1.04
C 0.281 0.475 0.534  0.78
N 0.597 -1.679 -0.003  -0.09
F 1.508 0.729 0.944  -0.22
F -0.533 0.600 1.621  -0.21
F -0.663 -1.906 -0.720  -0.24
Cl 0.327 -2.478 1.398  -0.02
H 0.530 0.892 -1.489  0.30
H -1.059 0.401 -0.907  0.33
H -0.743 1.925 -0.631  0.41